[1]
56
Properties=species:S:1:pos:R:3:forces:R:3 method="wB97M-V/def2-TZVPD" s2=3.769 relative_energy_kj_mol=83.3 total_charge=0 spin_multiplicity=4 e_lumo_ev="-0.58 / -0.75"
V 0.3895 -0.4317 0.2010 -0.8 0.5 0.0
O -1.5255 1.8285 -2.1225 0.0 0.2 0.1
C -1.8007 2.8294 -1.1667 0.1 -0.2 -0.1
C -1.6710 2.3981 0.2831 0.1 -0.3 0.0
N -0.3878 1.7663 0.6835 0.4 0.0 0.3
C 0.8199 2.4582 0.1498 -0.4 -0.1 0.1
C 1.6758 1.5164 -0.7260 -0.4 -0.1 -0.5
O 2.8794 1.6486 -0.7466 0.1 0.1 -0.1
O 0.9554 0.6362 -1.4045 0.8 0.9 -0.2
C -0.4406 1.5951 2.1646 0.1 0.2 -0.3
C -0.9967 0.2211 2.5652 0.3 -0.5 -0.3
O -1.8725 0.1307 3.4030 -0.1 0.0 0.1
O -0.4279 -0.7741 1.9445 -0.8 0.2 1.1
H -0.6259 1.4788 -1.9702 0.1 0.1 0.1
H -2.8372 3.1324 -1.3128 -0.1 0.0 0.0
H -1.1969 3.7218 -1.3480 0.1 0.1 -0.1
H -2.4685 1.6976 0.5392 0.0 0.0 0.0
H -1.8222 3.2976 0.8922 -0.1 0.0 0.0
H 1.4245 2.9016 0.9372 0.0 0.0 0.1
H 0.5288 3.2739 -0.5105 0.0 0.1 0.0
H -1.0436 2.3683 2.6377 0.0 0.1 0.0
H 0.5653 1.6616 2.5729 0.0 0.0 0.0
C 1.1620 -4.2799 -1.7147 0.0 -0.1 -0.1
C 0.5773 -3.0718 -1.3530 -0.1 0.3 0.2
N 1.0667 -2.2509 -0.4164 0.7 -1.2 -0.3
C 2.2270 -2.6649 0.1866 -0.2 0.3 -0.1
C 2.8621 -3.8746 -0.0979 0.2 -0.2 0.1
C 2.3057 -4.6980 -1.0824 0.0 -0.1 0.0
C 4.0559 -4.2346 0.6268 -0.2 -0.1 -0.2
C 4.5862 -3.4050 1.5388 0.0 0.2 0.1
C 3.9976 -2.1156 1.7885 0.1 -0.2 0.0
C 4.5707 -1.1839 2.6587 0.1 0.0 0.1
C 3.9972 0.0539 2.7768 0.0 0.0 0.0
C 2.8558 0.3421 2.0319 -0.1 0.0 -0.1
N 2.2528 -0.5257 1.2331 0.7 -0.2 0.3
C 2.8311 -1.7514 1.1120 -0.2 0.2 -0.1
H 0.6962 -4.8728 -2.4912 0.0 0.0 0.0
H -0.3370 -2.7676 -1.8436 0.1 0.0 0.1
H 2.7814 -5.6382 -1.3358 0.0 0.0 0.0
H 4.5147 -5.1943 0.4192 0.0 0.0 0.0
H 5.4802 -3.6811 2.0856 0.0 0.0 0.0
H 5.4685 -1.4419 3.2094 0.0 0.0 0.0
H 4.4198 0.8179 3.4150 0.0 0.0 0.0
H 2.4418 1.3374 2.0718 0.0 0.0 0.0
N -6.0395 -2.7227 -2.9307 0.0 0.0 0.0
C -5.0848 -2.3177 -2.4376 0.3 0.2 0.2
C -3.8762 -1.8071 -1.8146 -0.5 -0.2 -0.2
C -2.8465 -1.3070 -2.5910 0.2 0.1 -0.2
C -1.7061 -0.8554 -1.9564 0.0 0.0 0.1
N -1.5404 -0.8665 -0.6242 -0.7 -0.5 -0.6
C -2.5478 -1.3615 0.1123 0.0 0.1 0.0
C -3.7253 -1.8360 -0.4393 0.0 0.0 0.2
H -2.9233 -1.2635 -3.6681 0.0 0.0 0.0
H -0.8702 -0.4987 -2.5362 0.1 0.1 0.0
H -2.3958 -1.3782 1.1827 0.1 0.0 0.0
H -4.5019 -2.2277 0.2019 0.0 0.0 0.0

[2]
58
Properties=species:S:1:pos:R:3:forces:R:3 method="wB97M-V/def2-TZVPD" total_charge=+2 spin_multiplicity=1 e_lumo_ev=-8.61
W 0.0402 -0.1591 -0.0725 -1.1 0.5 0.6
O 1.4062 -1.5358 -3.4149 -0.1 0.1 1.1
C 1.4873 -1.3321 -2.2314 2.1 0.3 -1.5
N 0.5357 -1.6741 -1.2776 -2.1 0.5 0.9
C -0.4903 -2.5208 -1.8033 -1.1 -0.1 0.2
C -0.2901 -3.6921 -2.5158 0.1 0.2 0.1
C -1.3966 -4.3964 -2.9682 0.1 0.1 0.1
C -2.6763 -3.9215 -2.7316 0.1 0.1 0.1
C -2.8852 -2.7610 -2.0001 -0.1 0.3 0.2
C -1.7846 -2.0636 -1.5197 0.9 -0.6 -0.3
N -1.7626 -0.9493 -0.6240 1.7 -0.5 -0.9
C -2.9839 -0.4777 -0.1784 -1.1 0.8 1.2
O -4.0354 -0.4800 -0.7687 1.0 0.0 0.2
C -2.8636 -0.0342 1.2534 -0.2 -0.1 0.3
C -4.0066 0.1641 2.0167 0.4 0.0 -0.3
C -3.8803 0.3153 3.3895 0.3 0.0 -0.1
C -2.6052 0.2331 3.9332 -0.2 0.0 -0.2
C -1.5126 0.0868 3.0937 0.6 0.0 -0.2
N -1.6097 -0.0265 1.7563 -1.2 0.2 -0.8
C 2.7026 -0.7378 -1.5855 0.4 0.0 -0.1
C 3.9202 -0.7357 -2.2514 -0.4 0.0 0.2
C 5.0636 -0.4081 -1.5384 -0.2 0.0 0.2
C 4.9298 -0.1405 -0.1819 -0.1 0.0 -0.3
C 3.6646 -0.0939 0.3828 -0.4 0.1 0.4
N 2.5389 -0.3523 -0.3051 0.1 -0.3 -1.4
H 0.7076 -4.0566 -2.6983 0.1 0.0 -0.1
H -1.2545 -5.3221 -3.5013 0.0 -0.1 -0.1
H -3.5281 -4.4642 -3.1093 -0.1 0.0 0.0
H -3.8863 -2.4134 -1.8034 0.0 0.0 -0.1
H -4.9653 0.1687 1.5191 0.0 -0.1 0.0
H -4.7468 0.4608 4.0178 0.0 0.0 0.0
H -2.4498 0.2678 4.9999 0.1 0.1 0.1
H -0.5271 0.0364 3.5365 -0.1 -0.1 0.0
H 3.9410 -1.0040 -3.2969 0.0 -0.1 -0.1
H 6.0308 -0.3915 -2.0175 0.1 0.0 0.0
H 5.7964 0.0480 0.4323 0.0 0.0 0.1
H 3.5651 0.1346 1.4359 0.0 0.0 0.0
O -1.6914 1.7787 -0.5143 -0.3 0.5 0.3
C -1.2491 3.0910 -0.1196 0.2 0.0 0.2
C -0.4096 2.9122 1.1432 -0.9 0.1 -0.3
N 0.7094 1.9477 0.9354 0.4 -0.2 0.1
C 1.6704 2.5369 -0.0300 0.2 -0.1 -0.8
C 1.3673 2.0429 -1.4760 1.3 1.8 0.9
O 1.8790 2.5126 -2.4410 -0.5 -0.5 0.3
O 0.4892 1.0410 -1.4623 -0.4 -1.2 -0.8
C 1.3481 1.6380 2.2383 0.2 -0.6 0.4
C 1.4807 0.0981 2.4900 0.8 1.8 0.8
O 2.0737 -0.3306 3.4306 -0.4 -0.1 -0.6
O 0.8442 -0.6138 1.5724 -0.3 -1.4 0.1
H -2.2678 1.8810 -1.2947 0.3 -0.4 0.2
H -2.1194 3.7192 0.1077 0.2 -0.1 0.0
H -0.6802 3.5566 -0.9353 -0.1 0.0 0.1
H -1.0609 2.5273 1.9335 0.2 0.0 -0.1
H -0.0209 3.8887 1.4579 0.1 -0.2 0.0
H 2.6949 2.2273 0.2025 -0.3 0.0 0.0
H 1.6600 3.6360 -0.0215 -0.1 -0.3 0.0
H 0.7590 2.0372 3.0706 0.0 -0.1 -0.2
H 2.3360 2.1002 2.3387 -0.2 -0.2 -0.1

[3]
55
Properties=species:S:1:pos:R:3:forces:R:3 method="wB97M-V/def2-TZVPD" s2=2.012 relative_energy_kj_mol=20.5 total_charge=+2 spin_multiplicity=3 e_lumo_ev="-5.26 / -8.81"
Au 0.3556 -0.6616 0.4093 0.3 -0.3 0.1
N 2.7775 -0.6857 2.8403 0.0 -0.1 0.0
C 1.5062 -0.6955 3.3759 -0.2 0.1 0.1
C 1.4188 -0.7179 4.7773 0.0 0.0 0.1
C 0.1900 -0.7201 5.3872 0.0 0.0 -0.1
C -0.9587 -0.6907 4.5949 0.0 0.0 0.0
C -0.8033 -0.6664 3.2355 -0.2 0.0 0.2
N 0.4021 -0.6767 2.6295 0.2 -0.1 -0.4
C 3.3280 -0.6245 1.5763 0.1 0.1 -0.2
C 4.7298 -0.6809 1.5094 0.1 0.0 0.0
C 5.3606 -0.5978 0.2940 -0.1 0.0 0.1
C 4.5900 -0.4361 -0.8576 0.0 0.0 0.0
C 3.2290 -0.3846 -0.7221 0.2 0.1 -0.1
N 2.5964 -0.4973 0.4667 -0.3 0.0 0.2
H 3.4846 -0.7218 3.5554 0.1 0.0 0.0
H 2.3262 -0.7294 5.3674 0.0 0.0 0.0
H 0.1165 -0.7332 6.4660 0.0 0.0 0.0
H -1.9467 -0.6870 5.0305 0.0 0.0 0.0
H -1.6634 -0.6201 2.5823 0.0 0.0 0.0
H 5.3042 -0.7794 2.4215 0.0 0.0 0.0
H 6.4393 -0.6471 0.2346 0.0 0.0 0.0
H 5.0456 -0.3487 -1.8328 0.0 0.0 0.0
H 2.5882 -0.2298 -1.5764 0.0 0.0 0.0
I -1.8239 -2.5400 0.1867 -0.1 0.7 0.0
C -3.1295 -0.8596 0.2977 0.0 -0.5 0.0
C -4.4642 -1.1454 0.3912 0.1 -0.1 0.0
C -5.3892 -0.0915 0.4497 0.0 0.2 0.0
C -4.9488 1.2044 0.4275 -0.1 -0.1 0.0
C -3.5736 1.5100 0.3397 0.2 -0.1 0.0
C -3.1149 2.8476 0.3639 0.1 0.2 0.0
C -1.7822 3.1496 0.3151 -0.1 0.0 0.0
C -0.8349 2.1120 0.2001 0.1 -0.1 0.0
C -1.2546 0.8158 0.2452 -0.2 0.2 0.0
C -2.6125 0.4505 0.2675 -0.2 0.1 0.0
H -4.8114 -2.1699 0.4182 0.0 0.0 0.0
H -6.4436 -0.3183 0.5235 0.0 0.0 0.0
H -5.6565 2.0207 0.4981 0.0 0.0 0.0
H -3.8467 3.6448 0.4101 0.0 0.0 0.0
H -1.4419 4.1758 0.3370 0.0 0.0 0.0
H 0.2130 2.3653 0.0828 0.0 0.0 0.0
C 0.4871 1.8083 -5.3362 -0.1 -0.1 0.0
C -0.7099 1.0189 -4.7792 0.3 0.2 -0.1
C -0.2511 0.0191 -3.7778 0.1 -0.5 0.0
N -0.1844 0.2012 -2.5109 -0.2 0.4 0.0
N 0.3527 -0.8498 -1.8376 0.2 -0.4 0.3
C 0.7034 -1.8639 -2.5974 -0.1 0.2 -0.3
N 1.2984 -2.9854 -2.1530 0.0 -0.1 0.0
S 0.3678 -1.5584 -4.2672 0.0 0.1 0.3
H 0.1424 2.5321 -6.0721 0.0 0.0 0.0
H 1.2027 1.1436 -5.8215 0.0 0.0 0.0
H 0.9975 2.3401 -4.5339 0.0 0.0 0.0
H -1.2279 0.5106 -5.5928 -0.1 0.0 0.0
H -1.4093 1.6974 -4.2933 -0.1 -0.1 0.0
H 1.3110 -3.1891 -1.1671 0.0 0.1 0.0
H 1.4184 -3.7641 -2.7788 0.0 0.0 0.0

[4]
68
Properties=species:S:1:pos:R:3:forces:R:3 method="wB97M-V/def2-TZVPD" s2=13.041 total_charge=+3 spin_multiplicity=7 e_lumo_ev="-11.55 / -11.67"
C -0.9729 2.4526 3.6962 0.1 0.1 0.1
C -0.9884 1.1633 3.3781 0.2 0.0 0.6
N -0.6863 0.5971 2.0699 -2.0 1.1 -0.5
C -1.6315 -0.3866 1.6733 0.0 -1.6 0.3
C -1.4216 -1.6785 2.1547 0.1 0.1 -0.1
C -2.2853 -2.7323 1.8497 0.1 -0.4 0.4
C -3.3761 -2.5237 1.0443 -0.7 2.2 -0.9
C -3.6661 -1.1473 0.4564 -0.8 -3.5 0.8
B -4.9312 -0.8213 -0.5477 1.2 2.2 0.1
O -6.3107 -1.2578 -0.3053 1.3 -0.6 0.3
O -4.6570 -0.1428 -1.6740 -0.6 -1.3 0.1
C -3.5292 -0.6444 -2.4255 1.1 0.0 -0.8
C -2.7561 -0.1638 0.8461 0.2 1.3 -0.7
S -3.0261 1.5189 0.2627 0.4 0.0 0.1
C -1.3582 2.1190 0.1630 -0.5 -1.1 0.5
C -1.0444 3.0677 -0.8132 -0.1 0.3 -0.3
C 0.2378 3.5519 -0.9641 0.0 0.0 0.6
C 0.5452 4.5432 -2.0608 0.4 -1.1 -1.1
C 0.6341 3.7320 -3.4148 -0.2 -0.2 -0.2
C -0.7631 3.4592 -4.0280 0.3 0.3 0.3
Cl -0.7001 3.3234 -5.8139 0.0 -0.1 0.6
C 1.2195 3.0441 -0.0193 0.1 0.4 -1.1
S 2.8576 3.6300 -0.1374 -0.1 -0.9 0.3
C 0.8822 2.0755 0.9840 0.9 0.4 0.6
C 1.9355 1.5689 1.9596 -0.4 -0.5 0.0
C 2.1546 0.0306 1.6977 -0.5 0.7 -0.4
C 3.6285 -0.3127 1.4445 -0.8 0.3 1.8
F 4.2339 -0.1678 2.6683 0.1 -0.2 -0.5
F 4.2501 0.5731 0.6352 -0.3 -0.6 -0.4
C 3.8513 -1.8021 1.0509 1.8 0.2 0.2
F 3.4314 -2.5620 2.0868 -0.6 0.1 -0.6
F 5.1917 -1.9773 0.9836 -0.5 0.1 -0.1
C 3.2749 -2.2279 -0.3512 0.2 0.9 -0.3
F 4.2778 -2.5761 -1.1582 -0.5 -0.6 0.4
F 2.7478 -1.1041 -0.9525 -0.2 -0.2 0.6
C 2.1083 -3.2654 -0.3351 -0.8 0.2 -1.2
F 1.1860 -2.9687 0.6104 0.6 0.2 0.1
F 1.4440 -3.0950 -1.5035 0.5 -0.1 0.1
S 2.5699 -5.0879 -0.2526 -1.1 -2.2 0.6
F 3.9577 -4.7866 0.4345 -0.3 0.4 -0.4
F 3.1609 -5.0716 -1.7118 0.3 0.6 0.6
F 1.1226 -5.4376 -0.8906 0.4 0.2 0.3
F 1.8623 -5.1849 1.1929 0.6 0.1 -0.3
F 2.8766 -6.6292 -0.1573 -0.1 0.5 -0.1
C -0.4142 1.5868 1.0704 0.9 0.7 -0.7
H -0.7865 2.6972 4.7462 -0.9 0.0 -0.3
H -1.0869 3.2854 2.9991 0.6 -0.3 0.0
H -1.2069 0.4425 4.1742 0.7 -0.1 -0.5
H -0.5526 -1.8924 2.7789 -0.2 0.2 -0.2
H -2.0645 -3.7136 2.2786 -0.2 0.3 -0.3
H -4.0533 -3.4065 0.8471 3.0 0.8 2.6
H -6.4410 -2.1468 -0.6485 -4.2 4.3 -1.1
H -2.5542 -0.4374 -1.9602 -0.5 0.1 0.1
H -3.5913 -1.7425 -2.5706 -0.1 0.4 0.1
H -3.5004 -0.2069 -3.4319 -0.4 0.1 0.4
H -1.8103 3.4372 -1.4973 0.0 -0.2 0.3
H 1.5298 5.0064 -1.9380 -0.5 0.3 0.3
H -0.2473 5.2880 -2.2043 0.3 0.0 0.5
H 1.2170 4.2698 -4.1760 -0.1 0.1 0.5
H 1.1614 2.7811 -3.2275 -0.1 0.2 -0.2
H -1.4087 4.3189 -3.7948 0.0 -0.4 -0.2
H -1.2006 2.5376 -3.6195 0.0 0.3 -0.3
H 3.0901 3.4965 -1.4764 -0.5 0.4 0.3
H 2.8825 2.1160 1.9025 -0.3 -0.1 -0.1
H 1.5226 1.7162 2.9686 0.3 -0.1 -0.3
H 1.7602 -0.5227 2.5584 0.6 -0.1 -0.2
H 1.5191 -0.2303 0.8400 0.5 -0.2 0.2
Tb -5.3021 -3.3754 -0.4449 1.2 -4.6 -1.4